[1]
This record from the OMol25 dataset describes a molecular structure, C41H40N6O2P2Rb. The level of theory is the ωB97M-V functional and the def2-TZVPD basis.

Properties
Charge   -1
Energy relative to the best compared isomer or geometry (same formula, charge and spin)   14.4 kJ/mol
Spin multiplicity   1
Frontier orbital gap   6.401 eV
Calculated total energy   -2772.25648 Eh
F_max   0.52 eV/A

The geometry in XYZ format:
```
92
Properties=species:S:1:pos:R:3:lowdin_charge:R:1
Rb 0.26 -0.25 -0.57 0.854
C -2.15 2.77 2.81 -0.326
N -3.10 1.80 3.29 -0.161
C -3.44 0.64 2.48 -0.286
P -2.07 -0.71 1.91 0.984
C -0.90 -0.31 3.28 -0.351
C -1.32 -0.20 4.60 -0.099
C -0.46 0.23 5.61 -0.075
C 0.85 0.55 5.31 -0.098
C 1.30 0.41 4.00 -0.093
C 0.44 -0.02 3.01 -0.138
C -3.07 -2.09 2.57 -0.349
C -4.31 -2.36 1.98 -0.107
C -5.11 -3.40 2.43 -0.102
C -4.68 -4.21 3.48 -0.113
C -3.45 -3.96 4.06 -0.090
C -2.65 -2.92 3.61 -0.096
C -3.60 1.98 4.56 -0.234
C -4.52 1.08 5.15 -0.042
C -5.00 1.29 6.43 -0.106
C -4.62 2.39 7.19 -0.130
C -3.72 3.28 6.62 -0.111
C -3.22 3.09 5.35 -0.038
P -1.37 2.49 1.15 1.053
C -2.72 2.78 -0.06 -0.385
C -2.60 2.16 -1.30 -0.122
C -3.57 2.35 -2.28 -0.078
C -4.68 3.13 -2.01 -0.090
C -4.83 3.72 -0.76 -0.082
C -3.85 3.55 0.21 -0.095
C -0.43 4.05 1.11 -0.372
C -0.81 5.20 0.42 -0.086
C 0.01 6.32 0.41 -0.089
C 1.21 6.31 1.10 -0.098
C 1.59 5.17 1.80 -0.086
C 0.78 4.05 1.80 -0.099
H -1.27 2.81 3.47 0.094
H -2.58 3.78 2.83 0.088
H -3.83 0.99 1.52 0.056
H -4.27 0.13 2.96 0.042
H -2.34 -0.44 4.86 0.098
H -0.84 0.32 6.62 0.103
H 1.52 0.89 6.09 0.094
H 2.34 0.64 3.76 0.101
H 0.83 -0.14 2.00 0.047
H -4.66 -1.75 1.16 0.104
H -6.07 -3.58 1.95 0.094
H -5.30 -5.02 3.83 0.091
H -3.10 -4.59 4.87 0.097
H -1.69 -2.74 4.08 0.097
H -4.84 0.20 4.63 0.093
H -5.70 0.56 6.83 0.098
H -5.01 2.54 8.19 0.087
H -3.39 4.15 7.18 0.096
H -2.51 3.81 4.97 0.087
H -1.73 1.55 -1.52 0.050
H -3.45 1.87 -3.24 0.106
H -5.45 3.26 -2.76 0.099
H -5.71 4.32 -0.54 0.101
H -3.97 4.01 1.18 0.105
H -1.75 5.21 -0.13 0.097
H -0.29 7.20 -0.15 0.099
H 1.85 7.18 1.09 0.096
H 2.53 5.16 2.34 0.100
H 1.09 3.16 2.33 0.097
C 3.75 3.85 -3.23 -0.050
N 2.41 3.58 -2.77 -0.123
C 1.26 4.22 -3.15 -0.073
C 0.24 3.58 -2.50 -0.159
N 0.74 2.55 -1.74 0.011
C 2.04 2.58 -1.94 -0.188
H 3.88 3.50 -4.25 0.075
H 4.45 3.31 -2.61 0.078
H 3.95 4.92 -3.16 0.084
H 1.26 5.07 -3.81 0.111
H -0.81 3.81 -2.53 0.088
H 2.77 1.88 -1.56 0.120
N 3.19 -3.48 -1.81 0.159
C 3.13 -2.15 -2.13 -0.552
O 2.43 -1.39 -1.43 -0.217
C 3.89 -1.70 -3.25 -0.223
C 4.61 -2.62 -4.03 -0.274
N 5.19 -3.44 -4.62 0.097
C 3.97 -0.32 -3.52 -0.220
N 4.02 0.81 -3.74 0.144
H 2.50 -3.79 -1.14 0.096
H 3.60 -4.14 -2.44 0.082
C 0.11 -3.07 1.86 -0.299
O -0.63 -2.10 1.21 -0.631
H -0.47 -3.98 2.10 0.062
H 0.54 -2.72 2.82 0.063
H 0.97 -3.41 1.26 0.057
```


[2]
This record from the OMol25 dataset describes 20 unconnected molecules or ions with the total composition C10H51BNO22 at a distorted geometry. The level of theory is the ωB97M-V functional and the def2-TZVPD basis.

Properties
Charge   -1
Spin multiplicity   1
Frontier orbital gap   7.024 eV
Calculated total energy   -2146.42388 Eh
F_max   4.93 eV/A

The geometry in XYZ format:
```
85
Properties=species:S:1:pos:R:3:lowdin_charge:R:1
N -3.47 1.49 4.48 0.081
C -2.10 1.12 4.00 -0.404
O -1.22 0.85 4.86 -0.016
C -1.89 1.16 2.41 -0.130
C -1.76 -0.33 1.74 -0.157
B -0.14 -0.72 1.94 -0.595
O 0.11 -2.20 1.95 -0.012
C 1.45 -2.44 2.37 -0.365
O 1.79 -3.55 2.85 0.016
C 2.61 -1.30 2.31 -0.066
C 3.33 -1.05 0.96 -0.020
C 4.41 0.05 0.87 -0.069
C 4.76 0.93 2.12 -0.116
C 4.06 0.68 3.51 -0.068
C 2.97 -0.44 3.57 0.004
H -4.07 0.73 4.11 0.091
H -3.39 1.44 5.51 0.084
H -0.86 1.65 2.24 0.118
H -2.65 1.82 1.87 0.094
H -2.43 -1.10 2.26 0.088
H -1.95 -0.22 0.62 0.049
H 0.15 -0.28 3.02 0.071
H 0.43 -0.18 1.05 0.053
H 3.02 -1.73 0.08 0.118
H 4.90 0.23 -0.14 0.087
H 5.54 1.75 1.97 0.084
H 4.35 1.34 4.40 0.085
H 2.40 -0.66 4.55 0.110
O -1.16 -1.36 -1.20 -0.062
H -0.97 -1.79 -2.05 0.020
H -0.78 -1.96 -0.54 0.058
O -1.62 -3.31 -3.30 -0.062
H -2.21 -3.11 -4.04 0.067
H -2.21 -3.67 -2.63 0.042
O 3.02 3.57 2.05 -0.068
H 3.62 2.81 2.10 -0.014
H 2.55 3.56 2.90 0.050
O 1.72 0.93 -0.04 -0.084
H 1.41 1.02 -0.95 0.034
H 2.10 1.79 0.17 0.038
O -0.36 2.47 -1.19 -0.055
H -0.75 3.02 -0.50 0.053
H -0.63 1.57 -0.95 0.032
O 4.02 5.00 4.28 -0.073
H 3.72 5.10 3.36 0.007
H 4.41 5.86 4.49 0.034
O -0.41 -5.40 -5.08 -0.056
H -0.81 -4.85 -4.39 0.003
H -0.67 -6.30 -4.85 0.028
O -1.47 1.05 -3.79 -0.059
H -1.09 1.87 -3.44 0.005
H -1.72 0.56 -2.99 0.023
O -3.92 -2.00 -0.52 -0.078
H -4.64 -1.36 -0.40 0.030
H -3.12 -1.46 -0.45 -0.021
O 5.67 4.18 0.08 -0.064
H 5.40 5.05 -0.24 0.035
H 4.97 3.94 0.71 -0.004
O 0.11 -2.45 -6.62 -0.062
H -0.29 -1.91 -5.93 0.027
H -0.16 -3.35 -6.39 0.007
O -0.95 3.99 -5.48 -0.043
H -0.43 3.70 -6.24 0.053
H -1.19 3.18 -5.03 0.021
O -2.03 -5.72 -2.32 -0.049
H -1.24 -6.27 -2.34 0.047
H -2.64 -6.20 -1.73 0.032
O -4.75 4.07 2.67 -0.079
H -4.53 3.19 3.01 -0.009
H -5.71 4.05 2.57 0.027
O 1.24 -7.38 -3.41 -0.058
H 2.05 -7.85 -3.65 0.040
H 0.95 -6.98 -4.25 0.001
O -1.80 6.07 -3.35 -0.060
H -1.62 5.63 -4.19 0.007
H -1.43 5.47 -2.69 0.030
O -2.46 -7.38 0.20 -0.060
H -2.09 -6.56 0.54 0.053
H -2.70 -7.88 0.99 0.043
O -2.36 -1.79 4.50 -0.058
H -1.81 -1.01 4.70 0.003
H -2.45 -2.24 5.34 0.038
O 1.55 6.90 -3.07 -0.067
H 1.75 6.02 -2.72 0.031
H 0.59 6.90 -3.16 0.009
```


[3]
This record from the OMol25 dataset describes 2 unconnected molecules or ions with the total composition C7H10. The level of theory is the ωB97M-V functional and the def2-TZVPD basis.

Properties
Energy relative to the best compared isomer or geometry (same formula, charge and spin)   384.8 kJ/mol
Structure (SMILES)   C=C1[C@H]2C[C@@H]12.C=C
Spin multiplicity   1
Frontier orbital gap   9.668 eV
Calculated total energy   -272.57145 Eh
F_max   0.33 eV/A

The geometry in XYZ format:
```
17
Properties=species:S:1:pos:R:3:lowdin_charge:R:1
C 0.57 -2.07 -0.79 0.027
C 1.01 -1.11 0.00 -0.285
C 2.10 -0.20 0.31 -0.111
C 1.33 0.93 0.90 -0.086
C 0.97 -0.47 1.31 -0.122
H -0.31 -2.66 -0.54 0.055
H 1.08 -2.29 -1.72 0.054
H 3.16 -0.42 0.42 0.130
H 0.64 1.50 0.28 0.088
H 1.85 1.52 1.65 0.105
H 1.02 -0.91 2.30 0.129
C -1.99 0.42 -0.64 -0.093
C -2.49 1.64 -0.73 -0.080
H -1.62 -0.12 -1.51 0.047
H -1.90 -0.10 0.31 0.051
H -2.58 2.16 -1.69 0.044
H -2.85 2.18 0.14 0.045
```


[4]
This record from the OMol25 dataset describes a single C9H11NO2S molecule at a distorted geometry. The level of theory is the ωB97M-V functional and the def2-TZVPD basis.

Properties
Energy relative to the best compared isomer or geometry (same formula, charge and spin)   228.1 kJ/mol
Structure (SMILES)   C[C@]1(C(=O)NC=O)CC=CC=C1S
Spin multiplicity   1
Frontier orbital gap   8.338 eV
Calculated total energy   -952.90672 Eh
F_max   5.24 eV/A

The geometry in XYZ format:
```
24
Properties=species:S:1:pos:R:3:lowdin_charge:R:1
C 0.67 0.91 1.98 -0.032
C 0.10 0.34 0.63 -0.355
C -1.43 0.56 0.76 -0.408
O -1.93 1.44 1.40 0.099
N -2.29 -0.38 0.14 0.133
C -2.33 -1.32 -0.80 -0.335
O -3.36 -1.95 -1.08 0.019
C 0.51 -1.22 0.57 -0.120
C 1.17 -1.61 -0.71 -0.108
C 1.68 -0.71 -1.56 -0.086
C 1.42 0.70 -1.53 -0.120
C 0.72 1.20 -0.50 -0.525
S 0.31 2.94 -0.48 0.834
H 1.70 1.13 1.81 0.086
H 0.46 0.09 2.70 0.107
H 0.21 1.84 2.14 0.049
H -3.25 -0.06 0.51 0.200
H -1.31 -1.58 -1.32 0.159
H -0.31 -1.93 0.85 0.124
H 1.27 -1.30 1.44 0.136
H 1.19 -2.64 -0.77 0.078
H 2.14 -1.15 -2.38 0.080
H 2.07 1.34 -2.06 0.096
H 0.58 3.34 -1.75 -0.111
```


[5]
This record from the OMol25 dataset describes 2 unconnected molecules or ions with the total composition C3H7NO2S2 at a distorted geometry. The level of theory is the ωB97M-V functional and the def2-TZVPD basis.

Properties
Energy relative to the best compared isomer or geometry (same formula, charge and spin)   778.5 kJ/mol
Spin multiplicity   1
Frontier orbital gap (alpha / beta)   7.673 / 7.090 eV
Calculated total energy   -1119.84375 Eh
F_max   3.84 eV/A

The geometry in XYZ format:
```
15
Properties=species:S:1:pos:R:3:lowdin_charge:R:1
C -0.87 2.13 -0.24 -0.352
C -0.71 -2.54 -0.27 -0.393
C 0.67 -0.26 0.02 -0.877
N 1.85 0.50 0.27 -0.508
O 2.86 -0.10 0.55 0.022
O 1.70 1.74 0.06 -0.050
S -0.45 0.58 -1.05 0.895
S 1.00 -1.95 0.08 0.923
H -1.93 2.12 -0.36 0.020
H -0.44 2.85 -0.82 0.002
H -0.53 2.05 0.80 0.003
H -1.57 -2.01 0.37 0.101
H -0.73 -3.56 -0.11 -0.012
H -0.87 -2.29 -1.37 0.043
H 0.02 0.72 2.07 0.183
```


[6]
This record from the OMol25 dataset describes 3 unconnected molecules or ions with the total composition C3H3NO5 at a distorted geometry. The level of theory is the ωB97M-V functional and the def2-TZVPD basis.

Properties
Energy relative to the best compared isomer or geometry (same formula, charge and spin)   501.6 kJ/mol
Spin multiplicity   1
Frontier orbital gap (alpha / beta)   7.239 / 7.999 eV
Calculated total energy   -546.93005 Eh
F_max   1.49 eV/A

The geometry in XYZ format:
```
12
Properties=species:S:1:pos:R:3:lowdin_charge:R:1
N 0.16 -0.19 0.12 0.189
C -1.00 -1.86 0.73 -0.373
C 1.09 1.73 -0.72 -0.389
C -0.82 0.61 0.13 -0.368
O -0.63 -2.76 -0.19 0.063
O 1.24 2.73 0.16 0.080
O -1.59 -2.08 1.74 0.114
O 1.76 1.53 -1.69 0.082
O -1.71 1.23 0.51 0.235
H -0.90 -3.65 0.11 0.128
H 1.94 3.33 -0.15 0.128
H 0.46 -0.62 -0.74 0.111
```